No. 1
Density functional theory data (ωB97M-V/def2-TZVPD) for C22H27AuP2Si as an isolated structure.

E in Ha: -1962.42518
Largest force on an atom in eV/A: 0.66

```
53
Properties=species:S:1:pos:R:3:lowdin_charge:R:1
Au 0.402 -0.141 1.976 0.3672
C -1.203 -4.357 0.299 -0.3119
P -0.142 -2.969 0.890 0.8453
C 1.273 -4.028 1.455 -0.3113
C 0.517 -2.295 -0.696 -0.4061
C -0.188 -2.516 -1.884 -0.1014
C 0.244 -1.995 -3.094 -0.0821
C 1.405 -1.241 -3.146 -0.0803
C 2.103 -0.990 -1.975 -0.0956
C 1.666 -1.480 -0.745 -0.3919
P 2.571 -0.981 0.782 0.7857
C 4.107 -1.983 0.689 -0.2646
C 3.208 0.683 0.338 -0.2934
H -2.155 -3.988 -0.082 0.0326
H -1.420 -4.976 1.170 0.0340
H -0.712 -4.966 -0.463 0.0457
H 1.740 -4.561 0.625 0.0477
H 0.870 -4.757 2.159 0.0336
H 2.019 -3.437 1.981 -0.0081
H -1.095 -3.105 -1.871 0.0860
H -0.329 -2.179 -3.995 0.1067
H 1.759 -0.837 -4.087 0.1066
H 2.991 -0.369 -2.023 0.0944
H 4.566 -1.863 -0.293 0.0438
H 3.878 -3.036 0.852 0.0211
H 4.804 -1.653 1.461 0.0429
H 3.999 0.645 -0.413 0.0373
H 3.607 1.143 1.242 0.0398
H 2.383 1.293 -0.027 0.0127
C 0.074 2.812 -3.115 -0.0997
C 0.577 3.249 -1.895 -0.0954
C 0.141 2.661 -0.714 -0.1387
C -0.814 1.636 -0.718 -0.3432
C -1.302 1.210 -1.956 -0.1229
C -0.863 1.789 -3.144 -0.0991
Si -1.415 0.842 0.885 0.4607
C -2.403 2.095 1.890 -0.3530
C -3.768 1.910 2.127 -0.1224
C -4.496 2.809 2.901 -0.0987
C -3.870 3.917 3.452 -0.1028
C -2.513 4.122 3.227 -0.0972
C -1.791 3.217 2.462 -0.1240
H 0.412 3.268 -4.038 0.0971
H 1.310 4.047 -1.862 0.0993
H 0.557 3.003 0.230 0.0863
H -2.034 0.410 -1.995 0.0888
H -1.256 1.440 -4.092 0.0995
H -2.409 -0.175 0.429 -0.0351
H -4.274 1.052 1.696 0.0864
H -5.554 2.642 3.073 0.0978
H -4.433 4.618 4.056 0.0971
H -2.015 4.984 3.657 0.0982
H -0.727 3.383 2.316 0.0845
```


No. 2
Density functional theory data (ωB97M-V/def2-TZVPD) for a 4-piece molecular cluster, C22H27BIN4O8P overall at a distorted geometry.

E in Ha: -2338.77139
Largest force on an atom in eV/A: 10.11

```
64
Properties=species:S:1:pos:R:3:lowdin_charge:R:1
C 7.127 1.906 -0.614 -0.0591
B 6.325 0.575 -0.023 -0.3553
O 6.943 -0.784 0.105 0.0257
C 4.725 0.683 0.462 0.0191
C 4.318 1.189 1.832 -0.0899
P 5.727 1.726 3.004 0.7845
O 6.592 2.963 2.437 -0.3636
O 5.157 2.282 4.591 -0.2368
O 6.833 0.388 3.379 -0.2105
C 2.692 1.205 2.224 -0.1580
O 2.426 1.501 3.509 -0.0967
C 1.521 0.828 1.096 0.0383
C -0.101 0.962 1.369 -0.0352
C -0.711 1.537 2.794 -0.2151
C -1.098 0.365 3.881 -0.7365
C -0.911 -1.163 3.289 -0.1898
I -0.070 0.601 5.835 0.7238
C -1.248 0.530 0.231 -0.0762
C -2.874 0.605 0.485 -0.0878
C -3.515 2.110 0.396 -0.2662
O -4.864 2.198 0.562 -0.0346
O -2.738 3.338 0.158 -0.0041
C -0.787 -0.022 -1.279 0.0518
C 0.849 -0.108 -1.563 -0.1073
N 1.232 -0.577 -2.981 0.0170
C 1.988 0.280 -0.411 0.0254
C 3.607 0.186 -0.678 -0.1465
O 4.076 -0.300 -1.860 -0.0495
H 6.440 2.879 -0.554 0.0883
H 8.134 2.051 0.005 0.0958
H 7.441 1.786 -1.757 0.0883
H 6.171 -1.416 0.325 0.1195
H 4.656 3.149 4.391 0.0997
H 6.738 0.145 4.368 0.1042
H -0.013 2.390 3.255 0.1133
H -1.734 2.100 2.546 0.1119
H -2.258 0.468 4.139 0.0888
H 0.194 -1.381 2.967 0.0860
H -1.678 -1.425 2.413 0.0838
H -1.195 -1.921 4.165 0.0832
H -3.070 0.141 1.562 0.1259
H -3.405 -0.145 -0.276 0.1336
H -2.377 3.225 -0.780 0.1373
H -1.579 -0.331 -2.117 0.1140
H 0.350 -0.550 -3.576 0.0848
H 1.480 -1.584 -2.868 0.0678
C -7.516 -0.210 -0.765 -0.0928
C -6.509 -1.321 -1.017 -0.2139
N -5.675 -2.243 -1.225 0.0683
H -7.458 0.116 0.277 0.0756
H -7.301 0.641 -1.417 0.0664
H -8.527 -0.570 -0.971 0.0595
C 4.039 -3.747 -3.169 -0.0784
C 2.703 -4.458 -3.029 -0.2181
N 1.594 -5.048 -2.913 0.0805
H 4.634 -4.223 -3.953 0.0773
H 3.877 -2.698 -3.431 0.0598
H 4.588 -3.797 -2.225 0.0762
C -9.294 -1.635 -4.689 -0.0758
C -9.390 -0.306 -3.957 -0.2009
N -9.469 0.796 -3.349 0.0933
H -8.410 -1.643 -5.333 0.0775
H -9.217 -2.453 -3.968 0.0763
H -10.185 -1.786 -5.306 0.0765
```


Number 1: gap between HOMO and LUMO 7.7 eV. Number 2: gap between HOMO and LUMO 6.5 eV.